Density functional theory data (ωB97M-V/def2-TZVPD) for a structure of composition C16H31CaFN5.

Structure (ORCA input):
```
! RIJCOSX wB97M-V def2-TZVPD def2/J DEFGRID3
* xyz 1 1
Ca -0.469 -0.434 0.528
C 2.284 2.294 0.613
C 2.601 1.128 1.543
N 1.464 0.305 2.014
C 0.827 0.795 3.261
C -0.373 1.709 3.048
N -1.416 0.996 2.313
C -2.698 1.712 2.208
C -2.842 2.575 0.953
C -3.350 1.829 -0.278
N -2.322 1.003 -0.941
C -1.627 1.727 -2.025
C -0.163 1.325 -2.135
N 0.469 1.449 -0.815
C 1.848 1.936 -0.801
H 3.199 2.886 0.539
H 1.542 2.961 1.064
H 3.143 1.522 2.411
H 3.289 0.455 1.025
H 1.875 -0.592 2.255
H 1.561 1.300 3.897
H 0.479 -0.085 3.808
H -0.097 2.611 2.496
H -0.723 2.038 4.035
H -1.602 0.103 2.771
H -2.852 2.329 3.100
H -3.487 0.958 2.209
H -1.895 3.082 0.726
H -3.555 3.374 1.167
H -3.761 2.547 -0.996
H -4.176 1.179 0.016
H -2.786 0.195 -1.341
H -1.669 2.794 -1.787
H -2.129 1.597 -2.987
H 0.337 1.963 -2.872
H -0.077 0.294 -2.497
H -0.098 2.097 -0.268
H 1.956 2.816 -1.447
H 2.504 1.161 -1.209
C 1.724 -5.813 -2.931
C 1.312 -4.571 -2.200
C 1.852 -3.327 -2.509
C 1.444 -2.215 -1.800
N 0.541 -2.259 -0.815
C 0.018 -3.458 -0.510
C 0.375 -4.617 -1.171
H 2.354 -5.583 -3.788
H 0.850 -6.363 -3.280
H 2.280 -6.475 -2.266
H 2.584 -3.221 -3.299
H 1.855 -1.237 -2.032
H -0.702 -3.464 0.302
H -0.078 -5.556 -0.880
F -1.617 -1.773 1.582
*
```

E_LUMO in eV: -1.94
Energy above the lowest of the compared OMol25 structures with the same formula, charge and spin in kJ/mol: 4.2
HOMO-LUMO gap in Ha: 0.3843
Molar mass in g/mol: 352.535
Total energy in Eh: -1679.4892
HOMO level in eV: -12.40

Density functional theory data (ωB97M-V/def2-TZVPD) for a structure of composition C19H22ClInN6O4S3.

Structure (ORCA input):
```
! RIJCOSX wB97M-V def2-TZVPD def2/J DEFGRID3
* xyz 0 1
In 0.364 -1.191 0.702
C 2.004 1.601 4.843
S 3.258 1.214 3.611
C 2.506 -0.047 2.648
S 1.040 -0.837 3.151
N 3.231 -0.346 1.608
N 2.639 -1.309 0.837
C 3.346 -2.097 0.145
C 2.639 -3.151 -0.605
C 3.263 -3.828 -1.638
C 2.542 -4.781 -2.338
C 1.235 -5.035 -1.964
C 0.696 -4.318 -0.907
N 1.376 -3.395 -0.233
H 2.489 2.281 5.542
H 1.680 0.711 5.374
H 1.150 2.092 4.383
H 4.431 -2.035 0.143
H 4.286 -3.589 -1.897
H 2.992 -5.310 -3.167
H 0.631 -5.766 -2.481
H -0.326 -4.478 -0.594
O -1.600 -1.826 -2.975
S -0.888 -1.365 -1.835
O -1.439 0.114 -1.554
O -1.221 -2.111 -0.568
O 0.560 -1.241 -1.904
N 0.118 0.790 0.151
C -0.615 1.057 -0.825
N -0.854 2.286 -1.374
C -0.137 3.431 -0.836
C 0.845 3.985 -1.872
C 0.268 3.864 -3.293
C -1.255 3.815 -3.241
C -1.709 2.536 -2.534
H 0.378 3.103 0.063
H -0.861 4.199 -0.545
H 1.791 3.446 -1.802
H 1.054 5.031 -1.631
H 0.627 2.945 -3.763
H 0.609 4.691 -3.917
H -1.685 3.824 -4.244
H -1.638 4.701 -2.727
H -1.628 1.700 -3.225
H -2.760 2.610 -2.235
Cl -4.898 -3.107 3.086
C -3.854 -1.752 2.814
C -4.196 -0.492 3.269
C -3.325 0.553 3.015
C -2.151 0.299 2.327
N -1.834 -0.921 1.895
C -2.668 -1.932 2.127
H -5.123 -0.340 3.805
H -3.553 1.556 3.348
H -1.432 1.075 2.096
H -2.397 -2.906 1.741
*
```

E_LUMO in eV: -0.58
Energy above the lowest of the compared OMol25 structures with the same formula, charge and spin in kJ/mol: 0.0
HOMO-LUMO gap in Ha: 0.2744
Molar mass in g/mol: 644.895
Total energy in Eh: -3211.6459
HOMO level in eV: -8.04

Density functional theory data (ωB97M-V/def2-TZVPD) for an isolated molecule of C5H7N.

Structure (ORCA input):
```
! RIJCOSX wB97M-V def2-TZVPD def2/J DEFGRID3
* xyz 0 1
C 0.627 1.267 0.078
C -0.570 1.193 -0.505
C -1.004 -0.233 -0.586
N -1.024 -0.734 0.779
C 0.122 -1.044 -0.036
C 1.258 -0.097 0.307
H 1.095 2.185 0.419
H -1.228 2.022 -0.739
H -1.646 -0.612 -1.381
H -1.670 -1.411 1.092
H 0.328 -2.046 -0.417
H 2.121 -0.243 -0.352
H 1.590 -0.247 1.341
*
```

E_LUMO in eV: 1.24
Energy above the lowest of the compared OMol25 structures with the same formula, charge and spin in kJ/mol: 180.9
HOMO-LUMO gap in Ha: 0.3745
Molar mass in g/mol: 81.118
Total energy in Eh: -249.4043
Structure (SMILES): C1=C[C@@H]2N[C@@H]2C1
HOMO level in eV: -8.95

Density functional theory data (ωB97M-V/def2-TZVPD) for an isolated molecule of C5H7N.

Structure (ORCA input):
```
! RIJCOSX wB97M-V def2-TZVPD def2/J DEFGRID3
* xyz 0 1
C 1.600 0.906 -1.655
C 0.828 0.320 -0.536
C 0.429 0.784 0.656
C -0.568 -0.017 1.034
C -1.170 -1.239 1.535
N -1.901 -0.161 0.823
H 2.285 0.147 -2.044
H 2.125 1.826 -1.406
H 0.858 1.110 -2.440
H 0.374 -0.633 -0.840
H -1.242 -1.345 2.609
H -1.085 -2.162 0.959
H -2.531 0.464 1.305
*
```

E_LUMO in eV: 0.75
Energy above the lowest of the compared OMol25 structures with the same formula, charge and spin in kJ/mol: 493.9
HOMO-LUMO gap in Ha: 0.3320
Molar mass in g/mol: 81.118
Total energy in Eh: -249.2851
Structure (SMILES): CC=C=C1CN1
HOMO level in eV: -8.28

Density functional theory data (ωB97M-V/def2-TZVPD) for a structure of composition C29H44N6NdP2S.

Structure (ORCA input):
```
! RIJCOSX wB97M-V def2-TZVPD def2/J DEFGRID3
* xyz 1 4
Nd 0.952 1.090 -0.414
C 0.559 2.455 -4.236
C 0.072 0.999 -4.185
C -0.681 0.682 -5.476
P -0.845 0.777 -2.567
C -2.502 1.595 -2.880
C -2.851 2.510 -1.702
C -3.636 0.617 -3.171
C -1.054 -1.019 -2.335
C -1.465 -1.822 -3.406
C -1.437 -3.197 -3.350
C -0.947 -3.801 -2.197
C -0.570 -3.036 -1.116
C -0.652 -1.628 -1.115
N -0.292 -0.874 0.015
C -0.340 -1.527 1.266
C -1.433 -2.338 1.616
C -1.474 -3.034 2.806
C -0.420 -2.943 3.706
C 0.635 -2.101 3.411
C 0.682 -1.366 2.225
P 2.030 -0.181 1.878
C 2.536 0.603 3.492
C 3.442 -0.195 4.428
C 1.279 1.135 4.190
C 3.442 -1.258 1.337
C 4.689 -0.398 1.120
C 3.046 -1.976 0.042
H 1.172 2.610 -5.124
H 1.163 2.722 -3.370
H -0.288 3.145 -4.297
H 0.932 0.327 -4.102
H -1.600 1.264 -5.561
H -0.921 -0.373 -5.579
H -0.047 0.953 -6.321
H -2.344 2.228 -3.756
H -3.074 1.922 -0.809
H -3.736 3.105 -1.937
H -2.035 3.195 -1.471
H -3.719 -0.134 -2.384
H -3.492 0.103 -4.120
H -4.579 1.163 -3.228
H -1.820 -1.347 -4.308
H -1.763 -3.790 -4.193
H -0.855 -4.878 -2.144
H -0.191 -3.534 -0.235
H -2.244 -2.440 0.905
H -2.328 -3.659 3.031
H -0.420 -3.522 4.620
H 1.447 -2.017 4.117
H 3.112 1.471 3.153
H 2.936 -1.041 4.887
H 3.772 0.460 5.236
H 4.330 -0.563 3.914
H 0.674 0.323 4.594
H 0.665 1.704 3.487
H 1.552 1.798 5.012
H 3.626 -2.006 2.113
H 4.499 0.360 0.358
H 5.520 -1.014 0.774
H 5.003 0.115 2.030
H 2.790 -1.261 -0.749
H 2.196 -2.643 0.187
H 3.885 -2.569 -0.327
N 6.226 -1.336 -2.479
C 5.501 -0.449 -2.624
N 4.692 0.570 -2.820
C 3.734 1.005 -2.174
N 2.792 1.497 -1.633
C -3.376 2.722 3.784
N -2.412 3.132 2.771
C -1.775 2.383 1.875
S -0.388 3.082 1.134
N -2.169 1.153 1.562
C -3.490 0.549 1.693
H -3.209 3.327 4.672
H -3.230 1.679 4.051
H -4.405 2.877 3.456
H -2.065 4.075 2.834
H -1.523 0.621 0.987
H -4.200 1.238 2.137
H -3.431 -0.358 2.294
H -3.857 0.283 0.700
*
```

E_LUMO (spin up / spin down) in eV: -2.86 / -2.71
Energy above the lowest of the compared OMol25 structures with the same formula, charge and spin in kJ/mol: 29.0
HOMO-LUMO gap (spin up / spin down) in Ha: 0.2685 / 0.2754
Molar mass in g/mol: 714.968
⟨S²⟩: 3.7537
Total energy in Eh: -3102.1617
HOMO level (spin up / spin down) in eV: -10.16 / -10.21

Density functional theory data (ωB97M-V/def2-TZVPD) for an isolated molecule of C4HBrO2.

Structure (ORCA input):
```
! RIJCOSX wB97M-V def2-TZVPD def2/J DEFGRID3
* xyz 0 1
C -0.015 0.437 0.812
C -0.954 -0.565 -0.821
C 0.838 1.215 0.126
C -0.291 -1.011 0.295
O 1.564 1.761 -0.604
O -0.211 -2.005 1.031
Br -0.497 -0.302 -2.574
H -0.434 0.471 1.735
*
```

E_LUMO in eV: -0.99
Energy above the lowest of the compared OMol25 structures with the same formula, charge and spin in kJ/mol: 248.5
HOMO-LUMO gap in Ha: 0.2954
Molar mass in g/mol: 160.954
Total energy in Eh: -2877.3413
HOMO level in eV: -9.02

Density functional theory data (ωB97M-V/def2-TZVPD) for a structure of composition C10H8BrCl3N2O2PdS3SbSi.

Structure (ORCA input):
```
! RIJCOSX wB97M-V def2-TZVPD def2/J DEFGRID3
* xyz -2 2
Pd 0.971 -1.710 0.518
S 0.199 -5.884 3.590
Sb -0.433 -3.932 2.588
S 1.523 -2.218 2.757
S 0.228 -4.060 0.243
Cl 4.496 -1.562 1.604
Si 2.868 -2.824 1.076
Cl 3.573 -3.102 -1.003
Cl 3.483 -4.717 1.713
N 1.053 -1.642 -3.755
C 1.333 -0.300 -3.596
C 1.262 -0.067 -2.257
N 0.948 -1.239 -1.613
C 0.835 -2.164 -2.528
H 1.058 -2.158 -4.614
H 1.551 0.344 -4.429
H 1.405 0.837 -1.689
H 0.620 -3.202 -2.331
Br -4.284 5.718 1.428
C -3.083 4.247 1.204
C -3.587 2.958 1.226
C -2.706 1.897 1.059
C -1.348 2.121 0.871
C -0.873 3.426 0.858
C -1.735 4.501 1.024
C -0.387 0.945 0.674
O 0.818 1.227 0.518
O -0.914 -0.190 0.685
H -4.645 2.788 1.372
H -3.051 0.871 1.073
H 0.190 3.572 0.716
H -1.368 5.519 1.017
*
```

E_LUMO (spin up / spin down) in eV: 3.57 / 3.57
Energy above the lowest of the compared OMol25 structures with the same formula, charge and spin in kJ/mol: 91.7
HOMO-LUMO gap (spin up / spin down) in Ha: 0.1769 / 0.1788
Molar mass in g/mol: 726.916
⟨S²⟩: 0.7581
Total energy in Eh: -6453.0165
HOMO level (spin up / spin down) in eV: -1.25 / -1.30

Density functional theory data (ωB97M-V/def2-TZVPD) for a structure of composition C3H4FeO3.

Structure (ORCA input):
```
! RIJCOSX wB97M-V def2-TZVPD def2/J DEFGRID3
* xyz 0 5
H 1.777 0.155 -0.303
O -1.101 1.365 2.278
O 1.021 -1.779 -0.164
C 1.078 -0.576 -0.790
C -0.263 0.152 -0.911
O -0.483 1.045 0.199
C -0.920 0.548 1.322
H 1.436 -0.631 -1.854
H -1.088 -0.574 -0.939
H -0.287 0.782 -1.812
Fe -1.169 -0.486 2.975
*
```

E_LUMO (spin up / spin down) in eV: -2.87 / -2.83
Energy above the lowest of the compared OMol25 structures with the same formula, charge and spin in kJ/mol: 500.1
HOMO-LUMO gap (spin up / spin down) in Ha: 0.1210 / 0.1463
Molar mass in g/mol: 143.907
⟨S²⟩: 6.1051
Total energy in Eh: -1605.8971
HOMO level (spin up / spin down) in eV: -6.16 / -6.82